# 1
{"formula": "C3H4N4", "method": "the ωB97M-V functional and the def2-TZVPD basis", "multiplicity": 1, "e_homo_ev": -8.298, "symbols": ["N", "C", "C", "N", "C", "N", "N", "H", "H", "H", "H"], "positions_angstrom": [[-1.084, 0.370, -1.683], [-0.935, -0.501, -0.561], [0.255, -0.855, -0.128], [1.360, -1.007, 0.397], [1.766, -0.053, 1.357], [0.885, 0.880, 1.579], [-0.127, 1.405, 1.458], [-1.093, -0.158, -2.550], [-1.964, 0.870, -1.608], [-1.810, -0.914, -0.059], [2.746, -0.037, 1.798]], "atomic_forces_ev_per_a": [[-0.211, -0.094, -0.188], [0.159, -0.236, 0.188], [0.143, 0.049, 0.195], [-0.499, 0.132, -0.280], [0.177, 0.137, 0.113], [-0.932, 0.406, -0.116], [1.141, -0.388, 0.316], [-0.048, 0.130, 0.028], [0.168, -0.068, -0.099], [0.091, -0.022, -0.110], [-0.190, -0.044, -0.047]]}

=====

# 2
{"formula": "C3H4N4", "method": "the ωB97M-V functional and the def2-TZVPD basis", "smiles": "Nc1ccnnn1", "multiplicity": 1, "e_homo_ev": -9.516, "symbols": ["C", "C", "C", "H", "H", "H", "H", "N", "N", "N", "N"], "positions_angstrom": [[-0.600, -0.189, 0.138], [0.210, 0.844, 0.150], [1.516, 0.704, 0.098], [-2.183, -1.375, -0.044], [-2.351, 0.473, 0.059], [-0.266, 1.810, -0.143], [2.270, 1.644, -0.151], [-1.869, -0.306, -0.215], [2.057, -0.549, -0.101], [1.264, -1.644, -0.127], [-0.049, -1.414, 0.337]], "atomic_forces_ev_per_a": [[1.179, -5.870, 0.347], [-1.749, 6.034, -1.107], [4.816, -0.094, -1.574], [0.514, 3.597, -0.426], [-2.605, 1.738, 0.637], [0.654, -0.356, 0.702], [-2.001, -2.733, 1.195], [-0.820, -3.920, 0.088], [-0.633, -0.711, -0.831], [-1.642, 4.081, 3.361], [2.287, -1.765, -2.392]]}

=====

# 3
{"formula": "C3H4N4", "method": "the ωB97M-V functional and the def2-TZVPD basis", "multiplicity": 1, "e_homo_ev": -8.262, "symbols": ["N", "C", "C", "N", "C", "N", "N", "H", "H", "H", "H"], "positions_angstrom": [[-1.541, -0.092, -1.167], [-1.095, 0.308, 0.129], [-0.302, -0.473, 0.840], [0.685, -1.039, 1.295], [1.935, -0.593, 0.801], [1.841, 0.388, -0.051], [1.160, 1.143, -0.602], [-2.470, -0.495, -1.120], [-1.595, 0.734, -1.757], [-1.472, 1.213, 0.601], [2.853, -1.094, 1.031]], "atomic_forces_ev_per_a": [[-0.294, 0.056, -0.078], [-0.131, -0.095, 0.386], [0.233, -0.004, 0.036], [-0.506, 0.235, -0.391], [0.375, -0.017, -0.045], [-0.564, 0.564, -0.279], [0.956, -0.635, 0.455], [-0.030, 0.009, -0.080], [0.009, -0.180, 0.012], [-0.060, -0.020, -0.031], [0.012, 0.087, 0.016]]}

=====

Let's list energy above the lowest of the compared OMol25 structures with the same formula, charge and spin in order: 437.55, 424.60, 454.38 kJ/mol.